(1)
This record from the OMol25 dataset describes a 2-piece molecular cluster, C4H12N2S overall at a distorted geometry. The level of theory is the ωB97M-V functional and the def2-TZVPD basis.

Output
ΔE to the lowest compared entry with this formula, charge and spin (kcal per mole): 63.18
Gap between HOMO and LUMO (eV): 8.41
E_LUMO (eV): -0.86
E_tot (eV): -18155.279
HOMO energy (Ha): -0.34048

Structure (XYZ):
```
19
Properties=species:S:1:pos:R:3:forces:R:3
H 3.07377 -0.71899 -0.52639 0.360 -0.290 0.046
H 2.96188 -0.86944 2.01735 -0.039 0.349 0.024
H 1.73523 0.20366 1.81448 0.144 0.161 0.453
C -2.45587 0.46894 0.17735 2.285 0.390 1.545
H -1.23422 0.57945 -1.51613 0.725 0.371 -0.140
H -3.30086 1.09534 -0.06324 -0.091 -0.056 -0.154
H 1.88761 -1.77582 0.21516 0.062 0.277 0.259
N 2.61582 -0.11715 1.42465 -0.668 -0.345 -0.405
H -3.68064 -0.52726 -1.56023 2.058 -2.472 2.661
H -0.32584 -0.63446 0.53264 0.131 0.007 0.058
N -0.00341 0.29806 0.26887 0.351 -0.465 -1.229
C 2.21986 -0.72098 0.14826 0.579 -0.641 -1.048
H -1.01257 2.00304 -0.31677 -0.068 -0.639 -0.766
H 0.83643 -0.44073 -1.55748 0.153 -0.788 0.459
S -2.68929 -1.28581 -0.14228 -3.180 1.783 -3.606
H -2.25748 0.55168 1.25822 -0.348 0.111 -0.128
H 1.56400 0.95199 -1.08127 -0.017 0.418 0.924
C -1.10351 0.90097 -0.47396 -1.462 0.974 1.091
C 1.16910 0.03750 -0.61921 -0.974 0.856 -0.045
```
Forces are in eV/Å.

(2)
This record from the OMol25 dataset describes an isolated ion of composition C4H12N2S and charge +1 at a distorted geometry. The level of theory is the ωB97M-V functional and the def2-TZVPD basis.

Output
ΔE to the lowest compared entry with this formula, charge and spin (kcal per mole): 38.89
Gap between HOMO and LUMO (alpha / beta) (eV): 10.14 / 4.99
Spin multiplicity: 2
Total charge: +1
E_LUMO (alpha / beta) (eV): -2.92 / -7.88
E_tot (eV): -18148.917
Expectation value of S²: 0.7564
HOMO energy (alpha / beta) (Ha): -0.48027 / -0.47296

Structure (XYZ):
```
19
Properties=species:S:1:pos:R:3:forces:R:3
H -0.54913 -1.52735 0.67641 0.225 -0.107 -0.192
H 1.45995 -0.69541 1.13011 0.479 0.273 -0.566
C 1.08259 0.33188 1.17910 0.006 -1.172 2.264
H 0.11562 1.58812 -1.61125 0.784 0.075 -0.269
C 0.03198 0.51406 0.11792 0.152 0.607 -2.335
H 1.66230 0.27108 -2.88331 -0.096 -0.214 -0.308
S 0.45831 0.14867 2.90209 -0.146 0.033 -0.388
H -2.55323 -1.04164 1.20654 -0.102 0.319 0.362
C 1.16419 -0.18276 -2.03643 0.955 0.008 0.692
H -2.87244 -0.04128 -0.04708 -0.035 0.221 0.119
H -0.70640 1.29410 0.28506 0.564 0.447 0.452
H -1.03463 -1.18022 -0.99105 -0.106 0.258 -0.326
H 0.37857 -0.90081 -2.30433 -0.261 0.409 -0.350
N 0.68392 0.85983 -1.17121 -2.708 -1.026 0.970
H 1.86117 -0.80794 -1.47417 0.241 0.165 -0.038
H 0.04003 1.39033 3.18121 0.040 0.136 -0.227
C -0.95323 -0.76994 0.00740 -0.180 0.611 1.678
H 1.90208 1.03821 1.18858 -0.085 0.202 -0.383
N -2.17165 -0.28894 0.64440 0.273 -1.246 -1.155
```
Forces are in eV/Å.

(3)
This record from the OMol25 dataset describes a 2-piece molecular cluster, C4H12N2Si overall at a distorted geometry. The level of theory is the ωB97M-V functional and the def2-TZVPD basis.

Output
ΔE to the lowest compared entry with this formula, charge and spin (kcal per mole): 70.58
Gap between HOMO and LUMO (alpha / beta) (eV): 8.20 / 8.20
E_LUMO (alpha / beta) (eV): 0.38 / 0.38
E_tot (eV): -15198.049
HOMO energy (alpha / beta) (Ha): -0.28771 / -0.28769

Structure (XYZ):
```
19
Properties=species:S:1:pos:R:3:forces:R:3
H -0.58333 -1.86806 1.01254 -0.219 0.042 -0.119
C -1.73724 1.09896 0.66294 3.100 -0.403 0.646
H 2.99910 0.63371 0.69490 0.115 -0.158 -0.008
H -3.22474 -0.93905 -1.13765 0.187 0.329 0.235
C 0.45692 -1.55538 1.05526 0.194 0.577 -0.376
H -1.85769 0.70642 1.66965 -0.215 -0.116 0.035
H 1.84379 1.67641 1.50331 -0.115 -0.017 0.143
H 0.71846 -1.39677 2.09761 0.053 0.135 0.105
H 0.02359 0.58677 -2.32770 -0.036 0.167 0.051
H 1.50242 -0.36814 -2.32977 0.203 -0.017 0.048
C 0.53154 -0.24830 -1.85392 0.019 0.068 0.634
C 2.07187 1.18728 0.56136 -0.515 -0.377 -0.229
N -2.83470 -0.64608 -0.22879 0.532 1.067 0.037
N -2.32571 0.52248 -0.38940 -1.398 -2.003 -1.486
H 1.06511 -2.37460 0.67788 0.133 -0.086 -0.119
H -0.05470 -1.13874 -2.05953 -0.104 -0.128 0.051
Si 0.68228 0.01252 0.01655 -1.805 0.639 0.496
H -1.52943 2.14995 0.55464 -0.070 0.217 -0.002
H 2.25247 1.96060 -0.17989 -0.058 0.065 -0.142
```
Forces are in eV/Å.

(4)
This record from the OMol25 dataset describes an isolated ion of composition C4H12N3 and charge +1 at a distorted geometry. The level of theory is the ωB97M-V functional and the def2-TZVPD basis.

Output
ΔE to the lowest compared entry with this formula, charge and spin (kcal per mole): 39.83
Gap between HOMO and LUMO (eV): 10.08
Total charge: +1
E_LUMO (eV): -3.79
E_tot (eV): -8806.007
HOMO energy (Ha): -0.50976

Structure (XYZ):
```
19
Properties=species:S:1:pos:R:3:forces:R:3
C -1.82287 0.77245 -0.24641 1.137 -0.727 0.392
C -1.26611 -0.65843 0.21575 -0.523 2.620 -0.288
H 0.05875 -1.52706 -1.29419 -0.096 0.568 -0.219
H -1.68729 1.10562 -2.21248 0.392 0.434 -0.605
H -1.76593 1.54677 0.52506 0.300 -0.473 0.236
H -1.97636 -1.40051 -0.13361 0.186 -0.277 -0.120
N -1.06218 1.33901 -1.45187 -1.468 -0.674 1.856
H 0.40270 -1.77826 0.36403 0.600 0.258 -0.616
H 1.50404 -0.89114 2.08469 0.383 -0.932 0.238
H 3.27790 -0.88419 1.79716 -0.179 0.222 0.787
C 0.10914 -0.98344 -0.34983 0.059 -2.470 0.741
H 2.88595 0.86582 0.29522 -0.137 -0.204 -0.103
N 1.19734 -0.01973 -0.42570 -0.506 1.244 2.124
H -1.26354 -0.73953 1.31399 -0.006 0.232 -0.320
N 2.32530 -0.69125 1.53591 -0.664 0.460 -0.544
C 2.12555 0.10557 0.49614 0.961 -0.131 -1.245
H 0.99920 0.87038 -0.88237 -0.310 -0.391 -0.891
H -2.88698 0.63811 -0.39035 -0.236 0.161 -0.516
H -1.15462 2.32980 -1.24115 0.106 0.082 -0.908
```
Forces are in eV/Å.

(5)
This record from the OMol25 dataset describes an isolated ion of composition C4H12N3 and charge +1 at a distorted geometry. The level of theory is the ωB97M-V functional and the def2-TZVPD basis.

Output
ΔE to the lowest compared entry with this formula, charge and spin (kcal per mole): 54.01
Gap between HOMO and LUMO (eV): 9.18
Total charge: +1
E_LUMO (eV): -3.32
E_tot (eV): -8805.392
HOMO energy (Ha): -0.45948

Structure (XYZ):
```
19
Properties=species:S:1:pos:R:3:forces:R:3
H -1.10090 2.09798 1.66303 -0.062 0.204 0.961
H 0.16095 1.49409 -1.54748 -0.264 -0.775 0.631
H -0.67510 -3.07583 -0.43990 0.138 -1.047 -0.473
N -0.28452 1.51061 1.77999 0.087 -0.052 -0.890
H -2.06357 -0.52290 -0.53030 0.070 -0.067 -0.142
H 1.62569 -1.48001 -1.41029 -1.721 0.149 0.123
H -1.47314 0.21971 0.82873 0.460 0.263 0.770
H 0.21803 1.72656 2.63699 -0.533 -0.015 -0.054
H 0.76623 -3.47394 -1.48108 -0.713 -0.847 0.404
H 1.65530 0.81563 -0.91345 -0.916 0.053 0.037
H -1.32482 -1.43142 0.65381 -0.557 0.374 0.348
H 0.28381 2.84612 0.20869 0.035 0.195 0.468
C 0.54500 1.87851 0.64084 1.299 -0.365 -2.499
C 0.56723 0.92636 -0.67332 0.935 0.754 0.791
C 0.55714 -1.57219 -1.02547 2.162 0.787 1.157
N -1.31476 -0.53253 0.16605 0.590 -1.196 -0.764
C 0.07349 -0.45355 -0.41720 -0.706 -0.313 -1.647
N 0.15970 -2.86894 -0.95644 0.116 1.618 -0.234
H 1.62425 1.89572 0.81678 -0.419 0.278 1.013
```
Forces are in eV/Å.

(6)
This record from the OMol25 dataset describes a 2-piece molecular cluster, C4H12N3 overall at a distorted geometry. The level of theory is the ωB97M-V functional and the def2-TZVPD basis.

Output
ΔE to the lowest compared entry with this formula, charge and spin (kcal per mole): 61.45
Gap between HOMO and LUMO (eV): 10.50
Total charge: +1
E_LUMO (eV): -3.76
E_tot (eV): -8805.069
HOMO energy (Ha): -0.52420

Structure (XYZ):
```
19
Properties=species:S:1:pos:R:3:forces:R:3
H -2.09787 -2.40312 -0.85948 0.926 0.750 0.797
C -0.64211 1.66592 0.67209 2.667 -1.824 3.322
H -0.83523 -2.75973 0.15166 0.013 -0.132 -0.282
H 3.59874 -0.38983 0.07875 -1.046 0.817 -0.384
C -0.83332 0.39841 -0.00885 1.895 -2.002 -2.033
H -2.54973 -0.66718 0.57669 0.639 0.147 0.333
N -1.24361 -2.01593 -0.39925 -0.534 0.168 -0.063
H 1.85288 -0.97015 0.11036 0.210 0.933 -0.409
N -0.28133 0.25748 -1.18247 -1.298 2.669 2.178
H 0.48468 1.96009 0.56639 -2.341 -0.255 -0.320
H -1.10805 -1.11868 1.45708 0.551 0.084 1.680
H 0.15882 1.11138 -1.48809 0.499 -0.414 -0.821
H 2.80969 1.70136 -0.28266 1.122 1.284 -0.142
C 2.51499 -0.07383 -0.05259 1.421 -3.811 1.312
N 2.06205 1.06287 -0.21127 -0.538 0.774 -0.466
C -1.45123 -0.85180 0.50672 -2.329 -0.837 -1.939
H -0.35982 -0.60184 -1.64940 0.024 -1.520 -0.974
H -0.73440 1.41875 1.79572 -0.568 1.087 -1.636
H -1.34515 2.27583 0.21857 -1.313 2.081 -0.154
```
Forces are in eV/Å.

(7)
This record from the OMol25 dataset describes an isolated ion of composition C4H12N3 and charge +1 at a distorted geometry. The level of theory is the ωB97M-V functional and the def2-TZVPD basis.

Output
ΔE to the lowest compared entry with this formula, charge and spin (kcal per mole): 31.84
Gap between HOMO and LUMO (eV): 9.78
Total charge: +1
E_LUMO (eV): -3.12
E_tot (eV): -8806.353
HOMO energy (Ha): -0.47400

Structure (XYZ):
```
19
Properties=species:S:1:pos:R:3:forces:R:3
N 0.71471 0.36575 0.72667 1.308 0.431 0.328
H -0.62011 1.90712 2.38314 0.285 -0.024 0.154
H -1.18111 1.41337 0.61698 0.325 -0.545 -0.245
C 1.14402 1.00457 1.76231 -1.654 -0.607 0.154
H -1.31069 -1.74788 -0.74869 -0.015 -0.010 -1.310
H 2.18856 0.91415 2.05949 -0.157 0.165 -0.158
N 0.71381 -1.66696 -1.40694 -1.022 -2.154 1.358
N 0.32151 1.66051 2.65912 1.164 0.124 -0.442
H 0.65264 -2.57683 -0.88247 0.572 0.928 -0.661
C -0.68100 0.45218 0.34954 0.373 0.714 -0.235
H 0.79519 2.31548 3.27123 -0.360 -0.157 -0.058
H -1.04590 -1.36734 -2.60805 -0.323 -0.421 0.203
H -1.56962 0.72766 -1.66904 -0.087 -0.091 0.591
H 1.16377 -1.87342 -2.28773 0.313 0.257 -0.246
H 1.23992 -1.01082 -0.78302 -0.306 0.098 -0.208
H 0.11592 0.80420 -1.60054 0.427 -0.278 -0.149
C -0.77216 -1.22207 -1.56954 1.950 1.179 1.373
C -0.71071 0.24787 -1.17187 -2.032 0.605 -0.438
H -1.15877 -0.34755 0.89942 -0.760 -0.213 -0.012
```
Forces are in eV/Å.

(8)
This record from the OMol25 dataset describes a 2-piece molecular cluster, C4H12N3 overall at a distorted geometry. The level of theory is the ωB97M-V functional and the def2-TZVPD basis.

Output
ΔE to the lowest compared entry with this formula, charge and spin (kcal per mole): 101.85
Gap between HOMO and LUMO (alpha / beta) (eV): 8.61 / 8.61
Total charge: +1
E_LUMO (alpha / beta) (eV): -3.98 / -3.98
E_tot (eV): -8803.318
HOMO energy (alpha / beta) (Ha): -0.46248 / -0.46254

Structure (XYZ):
```
19
Properties=species:S:1:pos:R:3:forces:R:3
H 1.86727 -0.49951 -1.63608 -0.734 1.406 -0.066
H -0.75212 1.13619 1.19930 -0.438 -1.853 -2.300
C 0.98809 0.20147 -1.47288 0.364 -1.651 -0.460
H 0.13334 -0.32797 -1.95589 0.834 0.965 -0.381
N -2.98938 0.23688 0.08375 -1.148 0.571 1.246
H 1.10562 -2.05815 1.43017 -0.091 0.155 -1.794
C 0.70251 0.21410 -0.04478 -2.662 -4.622 1.302
C 1.63519 0.75408 0.89665 0.577 -2.078 3.890
H 1.21138 0.51023 1.99514 1.259 0.331 -2.254
N -0.70462 0.50456 0.29919 1.441 2.214 2.320
N 0.59117 -1.95419 0.51550 -2.121 4.139 2.543
H 1.58921 1.79843 0.87502 0.692 1.953 -0.314
H -3.26358 0.82937 0.95060 0.813 -1.559 -2.154
H -3.74125 -0.25503 -0.41027 0.416 0.500 0.422
H 1.07541 -2.10910 -0.29070 2.389 -1.321 -2.119
H 1.16060 1.26576 -1.72214 -0.038 -0.678 -0.757
H 2.66256 0.27492 0.78205 -1.367 1.058 0.176
H -1.51870 -0.52995 -1.19653 -0.533 -0.576 -0.106
C -1.75272 0.00791 -0.29810 0.347 1.048 0.807
```
Forces are in eV/Å.